88
Properties=species:S:1:pos:R:3:lowdin_charge:R:1 method="wB97M-V/def2-TZVPD" e_lumo_ev=-0.4 orbital_gap_ev=7.374 multiplicity=1 relative_energy_kcal_mol=0.0
Pb 1.20 -1.25 1.23 1.218
C -2.56 0.26 5.54 -0.098
C -2.60 0.24 4.20 -0.094
C -3.25 1.30 3.33 -0.198
C -2.20 2.14 2.60 -0.183
C -1.28 2.76 3.63 -0.119
C -1.49 3.03 4.91 -0.114
C -2.70 2.81 5.77 -0.203
C -2.73 1.42 6.46 -0.171
C 2.83 0.16 1.48 -0.414
H -2.37 -0.69 6.06 0.109
H -2.21 -0.62 3.66 0.091
H -3.83 1.98 3.96 0.085
H -3.98 0.88 2.63 0.116
H -1.64 1.54 1.86 0.101
H -2.73 2.92 2.04 0.118
H -0.33 3.03 3.18 0.105
H -0.64 3.46 5.48 0.110
H -3.65 3.03 5.26 0.098
H -2.62 3.58 6.55 0.109
H -1.90 1.46 7.19 0.103
H -3.66 1.28 7.04 0.115
H 3.45 -0.34 2.24 -0.003
H 2.51 1.15 1.84 -0.012
H 3.34 0.24 0.51 -0.048
P 0.13 -2.23 -2.97 1.012
P 2.09 0.26 -3.57 1.008
C -0.50 -0.67 -3.64 -0.354
C 0.35 0.29 -4.06 -0.366
C -0.51 -3.38 -4.33 -0.377
C -1.61 -3.06 -5.14 -0.097
C -1.96 -3.88 -6.21 -0.084
C -1.24 -5.05 -6.47 -0.090
C -0.17 -5.39 -5.65 -0.091
C 0.20 -4.57 -4.59 -0.107
C -1.14 -2.39 -1.66 -0.400
C -1.17 -1.42 -0.63 -0.248
C -2.04 -1.57 0.45 -0.133
C -2.94 -2.64 0.47 -0.075
C -2.94 -3.58 -0.56 -0.075
C -2.01 -3.49 -1.61 -0.084
C 2.73 0.77 -5.26 -0.364
C 2.47 -0.05 -6.37 -0.109
C 2.81 0.36 -7.67 -0.091
C 3.46 1.58 -7.86 -0.098
C 3.81 2.36 -6.75 -0.088
C 3.47 1.94 -5.46 -0.094
C 2.20 1.84 -2.61 -0.395
C 3.37 2.07 -1.85 -0.131
C 3.53 3.26 -1.13 -0.088
C 2.52 4.23 -1.15 -0.085
C 1.36 4.01 -1.90 -0.081
C 1.20 2.81 -2.62 -0.092
H -1.59 -0.54 -3.65 0.080
H 0.06 1.06 -4.78 0.085
H -2.20 -2.16 -4.95 0.096
H -2.80 -3.60 -6.84 0.103
H -1.52 -5.68 -7.32 0.103
H 0.38 -6.31 -5.84 0.101
H 1.04 -4.84 -3.95 0.099
H -0.48 -0.55 -0.70 0.060
H -2.00 -0.86 1.29 0.076
H -3.64 -2.74 1.30 0.106
H -3.66 -4.40 -0.57 0.105
H -1.99 -4.23 -2.41 0.102
H 1.98 -1.02 -6.24 0.099
H 2.58 -0.27 -8.53 0.103
H 3.72 1.92 -8.87 0.101
H 4.36 3.30 -6.90 0.103
H 3.79 2.54 -4.61 0.094
H 4.17 1.32 -1.84 0.102
H 4.44 3.43 -0.56 0.106
H 2.63 5.15 -0.57 0.104
H 0.57 4.77 -1.94 0.103
H 0.29 2.65 -3.20 0.091
O 0.37 -1.54 4.23 0.043
B 0.57 -0.35 3.43 -0.573
O 0.70 0.73 4.35 0.087
C 0.70 0.20 5.62 -0.225
C 0.84 0.82 6.84 -0.009
C 0.73 0.03 8.01 -0.088
C 0.41 -1.33 7.91 -0.092
C 0.31 -1.95 6.66 -0.005
C 0.48 -1.17 5.53 -0.251
H 1.06 1.89 6.84 0.118
H 0.87 0.50 8.99 0.104
H 0.29 -1.94 8.82 0.103
H 0.10 -3.02 6.57 0.123

---

34
Properties=species:S:1:pos:R:3:lowdin_charge:R:1 method="wB97M-V/def2-TZVPD" charge=+2 e_lumo_ev="-12.2 / -9.6" orbital_gap_ev="4.294 / 7.225" multiplicity=1
C 2.73 2.31 -1.87 0.002
C 2.32 1.80 -0.49 -0.216
H 3.84 2.32 -1.92 0.125
H 2.32 3.32 -2.08 0.125
H 2.36 1.60 -2.64 0.086
O 3.03 1.96 0.47 0.180
Cl -1.95 1.67 -2.61 -0.078
Y -0.56 1.17 -0.63 0.825
P -0.09 -1.55 -1.23 0.825
C 0.69 -2.88 -0.26 -0.234
C -1.73 -2.35 -1.55 -0.240
H 0.52 -0.86 -3.47 0.054
H 0.27 -2.62 -3.36 0.081
H 1.78 -1.88 -2.75 0.068
C 0.71 -1.75 -2.86 -0.200
H -2.46 -1.57 -1.82 0.027
H -1.62 -3.09 -2.37 0.078
H 0.59 -3.84 -0.78 0.094
H 0.19 -2.94 0.72 0.074
H -2.08 -2.84 -0.62 0.068
H 1.75 -2.65 -0.09 0.051
C 1.44 -0.19 0.77 -0.065
O 2.24 -0.48 1.56 0.172
Cl -2.64 0.12 0.48 0.121
C -2.15 2.50 2.80 0.003
C -0.98 1.66 2.49 -0.459
C -0.73 0.48 3.34 0.004
O -0.29 1.92 1.45 -0.198
H -2.44 2.34 3.84 0.108
H -3.01 2.18 2.18 0.089
H -1.93 3.56 2.61 0.122
H -1.48 -0.30 3.10 0.108
H 0.27 0.07 3.24 0.081
H -0.92 0.78 4.38 0.120

---

16
Properties=species:S:1:pos:R:3:lowdin_charge:R:1 method="wB97M-V/def2-TZVPD" e_lumo_ev=0.3 orbital_gap_ev=7.130 multiplicity=1 relative_energy_kcal_mol=110.5
C -1.99 0.52 -0.56 -0.050
C -0.63 -0.06 -0.91 -0.250
C 0.63 0.73 -0.51 -0.053
N 1.14 -0.46 0.30 -0.130
C 1.85 -0.55 1.68 -0.104
C -0.14 -1.17 0.02 -0.348
O -0.56 -2.18 0.46 0.183
H -2.01 0.85 0.48 0.091
H -2.77 -0.23 -0.72 0.087
H -2.23 1.38 -1.20 0.084
H -0.63 -0.40 -1.95 0.152
H 1.30 1.02 -1.32 0.122
H 0.44 1.56 0.18 0.129
H 1.95 -1.00 -0.03 0.137
H 2.55 0.30 1.64 -0.018
H 1.10 -0.32 2.43 -0.031

---

17
Properties=species:S:1:pos:R:3:lowdin_charge:R:1 method="wB97M-V/def2-TZVPD" e_lumo_ev="-0.2 / 0.2" orbital_gap_ev="7.047 / 8.147" multiplicity=1 relative_energy_kcal_mol=139.7
C -1.18 0.20 0.63 -0.195
C -1.94 1.10 -0.33 -0.136
C 1.36 -0.07 -0.19 -0.397
N 2.55 -0.62 -0.58 0.116
C 0.11 -0.95 0.04 -0.429
C 0.87 1.06 0.17 0.168
N 0.15 -1.96 0.89 0.052
H 2.50 -1.47 -1.11 0.099
H 3.29 0.01 -0.86 0.097
H 1.11 -2.28 1.04 0.024
H -0.37 -1.02 -0.95 0.144
H 0.76 2.05 0.56 0.078
H -1.79 -0.68 0.86 0.087
H -0.95 0.64 1.59 0.093
H -2.99 1.19 -0.03 0.070
H -1.94 0.69 -1.35 0.072
H -1.53 2.11 -0.39 0.057

---

21
Properties=species:S:1:pos:R:3:lowdin_charge:R:1 method="wB97M-V/def2-TZVPD" s2=12.011 charge=+2 e_lumo_ev="-10.7 / -13.8" orbital_gap_ev="6.624 / 3.286" multiplicity=7 relative_energy_kcal_mol=0.0
Mn 13.67 20.52 -12.14 1.464
C 12.64 17.53 -12.79 -0.141
O 12.49 18.85 -12.35 -0.303
H 12.59 16.81 -11.97 0.117
H 11.90 17.27 -13.54 0.122
H 13.61 17.34 -13.25 0.095
O 12.79 14.85 -15.19 -0.011
H 13.72 14.90 -15.01 0.038
H 12.37 15.02 -14.35 0.015
O 14.56 20.56 -14.09 -0.011
H 14.78 19.73 -14.51 0.106
H 14.36 21.15 -14.81 0.115
O 15.30 16.96 -10.67 -0.044
H 15.80 16.20 -10.39 0.060
H 14.49 16.59 -11.04 -0.007
O 10.53 17.93 -10.24 0.152
H 11.17 18.20 -10.90 -0.003
H 11.02 17.36 -9.65 0.091
O 9.81 19.42 -13.40 0.092
H 9.96 20.10 -14.06 0.073
H 10.69 19.14 -13.14 -0.019

---

19
Properties=species:S:1:pos:R:3:lowdin_charge:R:1 method="wB97M-V/def2-TZVPD" s2=0.755 charge=+2 e_lumo_ev="-8.4 / -11.5" orbital_gap_ev="9.791 / 6.706" multiplicity=2
O 2.81 1.63 -1.35 0.257
C 2.39 0.56 -1.18 0.075
Cu 1.08 -0.84 -0.66 0.432
O 4.77 -2.96 -0.15 0.118
C 3.80 -2.41 -0.34 0.053
C 0.58 -0.96 -2.59 0.050
O 0.07 -0.83 -3.61 0.260
C 0.38 -2.66 -0.49 0.067
O -0.37 -3.50 -0.25 0.252
N -2.31 0.87 1.73 0.211
C -1.40 1.84 1.12 -0.037
C -0.65 1.09 0.06 -0.622
O -0.70 1.42 -1.12 0.110
O -0.03 0.09 0.58 -0.110
H -2.99 0.48 1.06 0.196
H -2.89 1.30 2.45 0.189
H -1.82 0.07 2.19 0.185
H -1.99 2.62 0.68 0.157
H -0.73 2.18 1.89 0.157

---

86
Properties=species:S:1:pos:R:3:lowdin_charge:R:1 method="wB97M-V/def2-TZVPD" s2=3.766 charge=+3 e_lumo_ev="-7.8 / -9.0" orbital_gap_ev="8.471 / 6.854" multiplicity=4 relative_energy_kcal_mol=27.4
Re 0.27 -0.30 -0.20 1.146
C -2.84 2.40 0.17 -0.146
C -2.24 1.73 -1.06 -0.151
N -0.76 1.57 -1.01 -0.212
C -0.05 2.83 -0.68 -0.194
C -0.08 3.21 0.80 -0.228
S -0.31 1.77 1.89 1.102
C -1.18 2.56 3.27 -0.191
C -2.59 2.49 2.67 -0.158
N -2.32 1.80 1.40 -0.220
H -3.93 2.28 0.12 0.154
H -2.64 3.47 0.18 0.127
H -2.52 2.34 -1.94 0.149
H -2.66 0.73 -1.19 0.086
H -0.50 1.37 -1.99 0.125
H -0.46 3.66 -1.27 0.150
H 0.99 2.69 -0.99 0.121
H -0.89 3.90 1.02 0.099
H 0.86 3.67 1.09 0.097
H -0.79 3.56 3.46 0.122
H -1.04 1.96 4.17 0.119
H -3.02 3.48 2.50 0.144
H -3.29 1.94 3.30 0.145
H -2.63 0.82 1.43 0.006
Cl -3.60 -1.06 1.29 0.820
C -4.07 -1.34 -0.36 -0.626
C -5.40 -1.24 -0.72 -0.070
C -5.76 -1.46 -2.05 -0.026
C -4.78 -1.76 -2.99 -0.030
C -3.46 -1.87 -2.61 -0.054
C -3.07 -1.68 -1.28 -0.393
P -1.36 -1.98 -0.72 0.921
C -0.66 -2.92 -2.11 -0.411
C -0.79 -4.30 -2.22 -0.063
C -0.27 -4.95 -3.33 -0.032
C 0.38 -4.23 -4.31 -0.035
C 0.53 -2.86 -4.19 -0.052
C 0.02 -2.21 -3.09 -0.144
C -1.55 -3.19 0.63 -0.425
C -2.54 -4.16 0.57 -0.108
C -2.66 -5.09 1.59 -0.033
C -1.79 -5.04 2.67 -0.034
C -0.82 -4.05 2.74 -0.052
C -0.70 -3.12 1.73 -0.123
H -6.15 -1.01 0.02 0.120
H -6.80 -1.39 -2.33 0.127
H -5.06 -1.92 -4.02 0.125
H -2.71 -2.14 -3.35 0.109
H -1.29 -4.87 -1.44 0.102
H -0.38 -6.02 -3.41 0.123
H 0.78 -4.74 -5.17 0.122
H 1.05 -2.30 -4.96 0.118
H 0.13 -1.13 -2.96 0.076
H -3.23 -4.20 -0.27 0.121
H -3.43 -5.84 1.55 0.124
H -1.88 -5.77 3.46 0.123
H -0.16 -4.01 3.60 0.116
H 0.06 -2.34 1.78 0.071
C 5.27 6.47 0.08 -0.016
C 4.60 5.24 0.58 -0.226
C 4.66 4.06 -0.18 0.003
C 4.04 2.90 0.25 -0.052
C 3.37 2.91 1.46 -0.315
C 3.31 4.06 2.24 -0.046
C 3.91 5.21 1.79 0.013
S 2.64 1.41 2.02 0.804
O 1.23 1.90 2.63 -0.534
O 3.36 0.71 3.01 -0.171
N 2.15 0.52 0.79 -0.232
C 2.77 -0.68 0.49 -0.409
C 4.11 -1.01 0.69 0.014
C 4.55 -2.25 0.27 0.018
C 3.64 -3.12 -0.33 -0.001
C 2.33 -2.74 -0.50 -0.068
N 1.90 -1.54 -0.08 -0.093
H 6.31 6.25 -0.16 0.104
H 5.25 7.27 0.81 0.093
H 4.80 6.82 -0.84 0.104
H 5.21 4.05 -1.11 0.135
H 4.10 2.00 -0.34 0.114
H 2.80 4.03 3.19 0.129
H 3.86 6.10 2.40 0.132
H 4.76 -0.29 1.16 0.122
H 5.58 -2.53 0.41 0.137
H 3.96 -4.10 -0.67 0.128
H 1.60 -3.38 -0.97 0.114

---

122
Properties=species:S:1:pos:R:3:lowdin_charge:R:1 method="wB97M-V/def2-TZVPD" charge=-1 e_lumo_ev=1.6 orbital_gap_ev=6.723 multiplicity=1
C -2.36 -2.16 -0.15 -0.107
C -1.57 -2.88 0.96 -0.249
C -1.99 -4.34 1.15 -0.226
C -0.91 -5.22 1.81 -0.209
C 0.04 -5.87 0.77 -0.195
C 1.34 -5.06 0.69 -0.212
C 2.16 -5.24 -0.60 -0.184
C 2.86 -3.93 -1.01 -0.161
C 4.12 -3.69 -0.18 -0.288
C 5.46 -4.15 -0.85 -0.731
O 5.46 -4.29 -2.07 -0.018
O 6.35 -4.32 -0.01 -0.041
N 4.17 -2.31 0.37 -0.171
P 4.54 -2.37 2.03 0.662
O 5.88 -1.46 2.07 -0.335
Br 3.10 -0.86 3.06 0.182
C 4.63 -1.29 -0.51 -0.490
F 5.97 -1.20 -0.62 0.145
F 4.15 -1.54 -1.76 0.138
C 4.11 0.15 -0.20 -0.573
F 4.75 0.72 0.81 0.116
F 2.81 0.17 0.02 0.144
F 4.34 0.92 -1.28 0.126
H -1.75 -2.07 -1.05 0.067
H -2.68 -1.16 0.15 0.056
H -3.25 -2.73 -0.44 0.060
H -1.69 -2.36 1.91 0.107
H -0.52 -2.83 0.69 0.086
H -2.92 -4.40 1.72 0.104
H -2.23 -4.78 0.17 0.099
H -0.32 -4.58 2.47 0.104
H -1.37 -5.97 2.45 0.089
H 0.24 -6.89 1.11 0.099
H -0.45 -5.92 -0.20 0.100
H 1.95 -5.32 1.56 0.113
H 1.12 -4.00 0.81 0.083
H 2.95 -5.97 -0.40 0.117
H 1.56 -5.64 -1.42 0.104
H 2.15 -3.12 -0.86 0.104
H 3.13 -4.00 -2.06 0.104
H 4.06 -4.33 0.71 0.088
H 5.98 -1.12 2.98 0.030
N -5.00 0.78 -1.30 0.004
C -6.01 0.51 -0.41 -0.158
C -6.00 1.50 0.54 -0.105
C -4.96 2.40 0.21 -0.115
C -4.36 1.93 -0.93 -0.135
H -4.77 0.22 -2.10 0.149
H -6.63 -0.36 -0.53 0.112
H -6.67 1.56 1.38 0.091
H -4.67 3.29 0.74 0.089
H -3.54 2.31 -1.51 0.086
N -6.59 5.71 -0.56 0.011
C -5.36 6.26 -0.79 -0.151
C -5.49 7.62 -0.75 -0.112
C -6.86 7.91 -0.48 -0.115
C -7.51 6.71 -0.37 -0.143
H -6.79 4.73 -0.53 0.132
H -4.51 5.63 -0.96 0.090
H -4.70 8.34 -0.89 0.088
H -7.31 8.88 -0.38 0.087
H -8.54 6.48 -0.17 0.104
N 0.20 -8.99 3.97 0.003
C 1.46 -9.40 3.63 -0.141
C 1.39 -10.73 3.29 -0.114
C 0.03 -11.12 3.42 -0.119
C -0.68 -10.03 3.84 -0.150
H -0.04 -8.06 4.26 0.139
H 2.30 -8.73 3.67 0.108
H 2.22 -11.34 2.97 0.088
H -0.38 -12.10 3.22 0.085
H -1.72 -9.90 4.05 0.101
N -8.83 0.88 -5.13 -0.002
C -7.90 1.74 -5.65 -0.144
C -7.04 2.09 -4.65 -0.106
C -7.46 1.41 -3.47 -0.109
C -8.57 0.68 -3.80 -0.138
H -9.59 0.47 -5.63 0.141
H -7.93 2.02 -6.69 0.104
H -6.19 2.75 -4.75 0.089
H -7.00 1.47 -2.50 0.059
H -9.19 0.04 -3.20 0.104
N -1.33 4.02 -1.77 0.001
C -0.64 4.79 -0.89 -0.146
C 0.66 4.34 -0.87 -0.110
C 0.74 3.25 -1.78 -0.091
C -0.50 3.08 -2.33 -0.134
H -2.31 4.13 -1.99 0.121
H -1.12 5.59 -0.35 0.095
H 1.46 4.74 -0.28 0.092
H 1.62 2.67 -2.01 0.090
H -0.86 2.38 -3.05 0.107
N 5.22 1.06 -4.17 0.021
C 4.18 1.27 -5.03 -0.143
C 4.70 1.37 -6.30 -0.123
C 6.11 1.22 -6.20 -0.122
C 6.40 1.03 -4.87 -0.136
H 5.14 0.95 -3.18 0.112
H 3.17 1.32 -4.67 0.101
H 4.13 1.54 -7.20 0.082
H 6.82 1.24 -7.00 0.082
H 7.33 0.87 -4.37 0.107
N 6.69 2.48 5.31 -0.005
C 7.54 3.28 4.59 -0.151
C 7.30 3.04 3.26 -0.105
C 6.27 2.07 3.18 -0.097
C 5.91 1.75 4.46 -0.143
H 6.64 2.45 6.31 0.138
H 8.23 3.94 5.08 0.100
H 7.81 3.51 2.44 0.089
H 5.84 1.65 2.29 0.067
H 5.17 1.06 4.83 0.084
N 0.08 5.73 2.33 0.014
C 1.01 6.17 3.23 -0.136
C 0.41 7.10 4.03 -0.118
C -0.94 7.23 3.60 -0.117
C -1.11 6.37 2.55 -0.150
H 0.24 5.04 1.61 0.105
H 2.01 5.78 3.22 0.108
H 0.89 7.63 4.84 0.085
H -1.69 7.87 4.02 0.086
H -1.98 6.16 1.95 0.096

---

61
Properties=species:S:1:pos:R:3:lowdin_charge:R:1 method="wB97M-V/def2-TZVPD" e_lumo_ev=0.0 orbital_gap_ev=8.626 multiplicity=1 relative_energy_kcal_mol=437.6
C -5.53 -3.08 -2.00 -0.172
C -5.90 -2.34 -0.84 -0.269
C -6.08 -0.75 -1.16 -0.082
C -6.81 -0.10 0.01 -0.171
C -5.95 -0.17 1.13 -0.145
N -4.74 0.54 1.05 0.022
C -4.79 1.87 0.98 -0.340
O -5.72 2.69 0.80 0.045
N -3.54 2.60 0.41 0.141
C -2.27 1.84 0.36 -0.164
C -1.18 2.73 0.06 0.069
C -0.05 1.91 -0.17 -0.002
C 0.07 0.24 0.02 0.053
C -1.11 -0.13 0.49 -0.124
C -2.33 0.49 0.46 -0.090
C -3.63 -0.21 1.07 -0.197
O -3.59 -1.53 1.23 -0.005
H -1.20 -1.34 0.70 0.174
H 1.05 -0.04 -0.05 0.030
C 1.26 2.62 -0.33 -0.504
O 1.18 3.58 -1.21 -0.028
N 2.32 2.17 0.19 0.104
C 3.73 2.75 -0.22 -0.168
C 4.43 1.85 -1.15 -0.181
H 4.05 2.15 -2.55 0.191
H 5.61 2.17 -1.36 0.133
C 4.44 0.11 -1.04 -0.187
N 4.59 0.16 0.34 -0.204
C 3.97 -1.35 0.87 -0.038
C 4.99 -2.52 0.42 -0.154
C 6.36 -2.17 0.89 -0.303
C 6.86 -0.94 0.40 -0.183
C 5.92 0.23 0.93 -0.178
H 6.24 1.03 0.57 0.020
H 5.77 0.14 2.01 0.137
H 7.89 -0.51 1.04 0.187
H 7.08 -0.89 -0.73 0.135
H 7.02 -3.05 0.88 0.118
H 6.26 -2.28 2.05 0.151
H 4.41 -3.29 0.79 0.091
H 5.10 -2.60 -0.58 0.069
H 2.91 -1.37 0.56 0.088
H 3.85 -1.36 1.88 0.060
H 5.13 -0.35 -1.64 0.064
H 3.34 -0.01 -1.43 0.138
H 3.73 3.58 -0.66 0.029
H 4.40 2.57 0.70 0.137
H 2.59 1.08 0.61 0.221
H -1.07 3.69 -0.25 0.084
H -3.63 3.64 0.41 0.155
H -5.74 -0.94 1.62 0.054
H -6.45 0.65 1.99 0.216
H -7.61 -0.48 0.23 0.046
H -7.02 0.87 -0.19 0.094
H -6.78 -0.80 -1.88 0.080
H -5.23 -0.31 -1.18 0.051
H -5.34 -2.52 -0.12 -0.014
H -7.08 -2.75 -0.45 0.198
H -6.28 -2.89 -2.87 0.106
H -5.31 -4.15 -1.57 0.116
H -4.57 -2.75 -2.51 0.094

---

Number 1: energy -71776.00663 eV. Number 2: energy -51128.12553 eV. Number 3: energy -8864.41892 eV. Number 4: energy -8321.27446 eV. Number 5: energy -44830.58387 eV. Number 6: energy -64698.48643 eV. Number 7: energy -93604.75850 eV. Number 8: energy -159059.29309 eV. Number 9: energy -35420.37195 eV.